A structure of composition C22H28Cl5N4O3RbS2 at a distorted geometry. Source: the Open Molecules 2025 dataset; level of theory: ωB97M-V/def2-TZVPD.

Atoms and positions in Å:
1 Rb -1.03791 -0.19416 0.22266
2 C 3.62162 0.71268 5.67935
3 C 2.70620 -0.30136 4.99040
4 N 1.33652 0.15613 4.87873
5 C 0.92590 0.99131 3.84584
6 S -0.56819 1.78323 4.04835
7 N 1.76372 1.09540 2.84482
8 N 1.35385 1.48852 1.64979
9 C 2.23446 2.08297 0.90851
10 C 3.60340 2.38987 1.46530
11 C 1.85231 2.44746 -0.45206
12 C 2.78805 2.92204 -1.38748
13 C 2.37679 3.27487 -2.65776
14 C 1.03527 3.16128 -2.99076
15 C 0.17506 2.68280 -2.01264
16 N 0.55691 2.33316 -0.79541
17 H 4.65617 0.35955 5.68031
18 H 3.30515 0.87517 6.71262
19 H 3.57065 1.66062 5.14251
20 H 2.71270 -1.24963 5.53772
21 H 3.06239 -0.48191 3.97841
22 H 0.86068 0.37240 5.73813
23 H 4.17356 1.46389 1.58719
24 H 3.48038 2.82265 2.45821
25 H 4.17423 3.08351 0.85080
26 H 3.83300 3.00342 -1.12596
27 H 3.09335 3.63485 -3.38655
28 H 0.67297 3.42365 -3.97590
29 H -0.88713 2.58211 -2.22418
30 Cl -9.02371 1.25788 0.14503
31 C -7.45399 0.52802 0.11741
32 C -6.30353 1.30135 0.29457
33 Cl -6.46444 3.00617 0.53603
34 C -5.05052 0.72435 0.28269
35 Cl -3.62709 1.67648 0.47364
36 C -4.84004 -0.69054 0.13076
37 O -3.70756 -1.22132 0.16367
38 C -6.05498 -1.42969 -0.06519
39 Cl -5.88172 -3.13759 -0.28289
40 C -7.30824 -0.84642 -0.07423
41 Cl -8.72037 -1.81587 -0.32120
42 C -0.75666 -0.34696 -3.61315
43 S -2.32841 -0.28937 -2.72126
44 C -2.48364 -2.08587 -2.58799
45 O -3.35519 0.16955 -3.70551
46 H -0.91489 -0.86524 -4.55968
47 H -0.05407 -0.88323 -2.95250
48 H -0.41993 0.67239 -3.79862
49 H -1.55514 -2.44472 -2.13126
50 H -2.63928 -2.49659 -3.58530
51 H -3.33519 -2.29048 -1.94264
52 C 2.67632 -2.09193 -2.46529
53 C 1.76526 -2.45193 -1.25820
54 C 2.50706 -1.96845 0.01978
55 C 1.69287 -4.00324 -1.18043
56 O 0.53719 -1.89889 -1.36893
57 H 3.68248 -2.51060 -2.35059
58 H 2.74692 -1.00330 -2.54067
59 H 2.24076 -2.47611 -3.39244
60 H 3.49372 -2.43341 0.12238
61 H 1.90692 -2.21859 0.89868
62 H 2.61916 -0.88155 -0.02304
63 H 2.68581 -4.46199 -1.10699
64 H 1.18511 -4.39082 -2.06767
65 H 1.10693 -4.27794 -0.29988

Forces on the atoms, in the same order (eV/Å):
0.5 -0.1 0.5
-0.1 -0.1 -0.1
0.0 0.1 0.0
0.2 0.1 -0.1
-0.6 0.0 0.1
-0.2 0.0 -0.1
1.2 -0.5 0.3
-0.5 0.5 -0.6
0.1 -0.2 0.8
-0.1 0.0 -0.1
-0.2 0.1 -0.5
0.0 0.0 0.1
-0.2 0.0 0.0
0.1 0.1 0.0
0.0 0.0 -0.1
0.0 -0.1 0.0
0.0 0.0 0.0
0.0 0.0 0.0
0.0 0.0 0.0
0.0 0.0 0.0
0.0 -0.1 0.0
-0.1 0.0 0.0
0.0 0.0 0.0
0.1 0.0 0.0
0.0 0.0 0.0
0.0 0.0 0.0
0.0 0.0 0.0
-0.1 0.0 0.0
0.0 0.0 0.0
-0.1 0.0 0.0
0.0 0.0 0.0
0.0 -0.1 0.0
0.0 0.1 0.0
-0.1 -0.2 0.0
-0.1 0.3 0.1
-0.1 0.1 0.0
0.0 0.0 0.0
0.0 -0.1 0.0
0.0 -0.1 0.0
0.2 0.2 0.0
-0.1 -0.1 0.0
-0.1 0.0 0.3
0.3 -0.6 -0.9
0.0 0.3 0.3
-0.3 0.2 0.0
-0.1 0.0 0.0
0.1 0.0 -0.1
-0.1 0.0 0.0
0.0 -0.1 0.0
0.1 0.1 -0.1
0.0 0.0 0.0
-0.1 0.0 0.1
0.6 -0.3 0.1
-0.2 0.0 -0.2
0.0 0.2 0.0
-0.3 0.1 0.1
0.0 0.0 -0.1
0.0 0.0 0.0
0.0 0.0 0.0
0.0 0.0 0.1
0.0 0.0 0.0
0.0 0.0 0.1
0.0 0.0 0.0
0.0 0.0 0.0
0.0 0.0 0.0

The value obtained for the strongest force on any atom is 1.3 eV/Å. The electronic energy comes out at -120311.3220 eV. For the LUMO energy, the calculation gives 3.92 eV. The value obtained for the HOMO energy is -0.082 Eh. For the energy above the lowest of the compared OMol25 structures with the same formula, charge and spin, the calculation gives 0.4950 eV. Its charge is -2. Its gap between HOMO and LUMO is 6.138 eV.

Mulliken atomic charge list, values in e, 8 entries:
1 Rb 0.85
2 C -1.05
3 C -0.27
4 N -0.22
5 C -0.02
6 S -0.51
7 N -0.46
8 N 0.33